[1]
{"formula": "C32H29N5O2Pt", "method": "ωB97M-V/def2-TZVPD", "orbital_gap_ha": [0.2660, 0.1959], "charge": 2, "lumo_ev": [-5.95, -8.89], "de_lowest_kcal_mol": 0.00, "spin_multiplicity": 5, "symbols": ["C", "C", "H", "C", "C", "H", "C", "C", "H", "C", "C", "C", "C", "O", "C", "C", "C", "H", "H", "C", "N", "H", "H", "H", "H", "C", "H", "C", "H", "H", "N", "H", "C", "Pt", "H", "C", "N", "C", "O", "H", "C", "C", "C", "H", "H", "N", "H", "C", "C", "H", "H", "H", "H", "H", "H", "H", "H", "C", "C", "C", "H", "C", "C", "C", "H", "H", "N", "C", "C"], "coordinates": [[-0.44, -2.40, -1.70], [0.14, 6.11, -0.02], [-0.31, 7.07, 0.16], [2.62, 3.49, -0.41], [-1.39, -2.41, 3.18], [0.31, -4.21, -0.85], [-2.20, -0.25, 1.64], [2.11, -3.06, 1.07], [-3.52, 2.41, -1.19], [1.52, 4.40, -0.30], [2.86, -1.06, -4.15], [1.07, -1.07, 0.11], [3.53, 1.34, -0.65], [2.95, -4.73, 3.43], [3.16, -5.01, 2.07], [2.62, 0.30, -4.19], [-0.38, -1.02, -1.68], [-1.66, 4.71, -0.28], [3.10, -6.08, 1.94], [-4.32, 2.05, -0.55], [0.25, 3.85, -0.42], [-0.90, -0.42, -2.41], [2.30, 0.78, -5.11], [4.13, -4.65, 1.73], [2.62, 2.14, -3.09], [-2.61, 0.91, 0.82], [-5.87, 2.99, -1.68], [-2.38, -2.58, 2.21], [3.92, -1.32, -0.94], [2.30, 6.48, 0.05], [2.14, -4.40, 1.21], [-7.68, 2.11, -0.24], [-0.80, -1.17, 3.37], [0.15, 1.73, -0.41], [-4.81, 0.12, 2.21], [-6.65, 1.86, -0.02], [0.36, -0.36, -0.77], [1.11, -2.45, 0.12], [2.88, -2.32, 1.67], [1.42, -4.98, 0.83], [-6.35, 1.05, 1.07], [1.46, 5.81, -0.07], [0.32, -3.13, -0.80], [-1.09, -3.26, 3.79], [2.70, -1.67, -5.03], [-1.66, 1.65, 0.33], [3.24, -3.83, 3.60], [-4.01, 1.21, 0.53], [-1.18, -0.10, 2.59], [3.63, 3.87, -0.54], [-0.04, -1.05, 4.13], [1.64, -0.54, 0.85], [3.69, 0.70, 0.22], [3.53, -2.71, -2.95], [-7.14, 0.69, 1.71], [-0.73, 0.88, 2.74], [-3.53, -1.63, 0.67], [3.28, 0.49, -1.88], [-2.78, -1.50, 1.44], [-5.04, 0.72, 1.34], [-2.84, -3.55, 2.06], [2.81, 1.07, -3.05], [-5.63, 2.36, -0.83], [-0.58, 4.85, -0.24], [4.44, 1.94, -0.78], [-1.07, -2.89, -2.43], [2.39, 2.23, -0.39], [3.54, -0.87, -1.85], [3.32, -1.65, -2.98]]}

=====

[2]
{"formula": "C4H6O2", "method": "ωB97M-V/def2-TZVPD", "orbital_gap_ha": 0.3280, "lumo_ev": -0.65, "de_lowest_kcal_mol": 110.47, "spin_multiplicity": 1, "symbols": ["C", "H", "C", "C", "H", "H", "H", "H", "H", "O", "O", "C"], "coordinates": [[-0.03, -0.80, 1.65], [-1.31, 1.57, -0.07], [0.42, 1.25, -1.23], [-0.21, 1.53, 0.01], [-0.23, -1.56, -0.31], [1.52, 0.28, -2.38], [-1.47, -2.17, 0.93], [-0.40, -0.78, 2.67], [0.85, -0.19, 1.45], [0.97, 0.10, -1.60], [0.50, 2.31, -1.84], [-0.61, -1.54, 0.71]]}

=====

[3]
{"formula": "C11H14ClErN2O6Rh", "method": "ωB97M-V/def2-TZVPD", "orbital_gap_ha": [0.1536, 0.1455], "charge": -1, "lumo_ev": [1.47, -2.20], "de_lowest_kcal_mol": 0.00, "spin_multiplicity": 8, "symbols": ["C", "C", "H", "O", "H", "O", "O", "C", "H", "O", "H", "C", "H", "H", "N", "C", "C", "C", "H", "O", "H", "H", "H", "Rh", "Cl", "C", "H", "H", "H", "Er", "H", "C", "O", "N", "C", "C"], "coordinates": [[-2.32, 0.48, -1.41], [0.95, -0.63, 3.13], [-2.73, 1.44, -1.79], [-0.28, -1.96, 5.27], [-4.27, -1.89, -4.29], [4.68, 1.87, 5.29], [1.38, 0.92, -0.17], [0.98, 0.13, 0.77], [-2.62, 1.35, -5.55], [4.90, 2.42, 3.19], [2.87, 0.29, 5.80], [2.69, 0.94, 2.44], [0.06, 2.14, -2.47], [-2.97, -3.11, -4.30], [0.72, -1.25, 5.53], [-3.47, -2.35, -3.68], [2.51, 0.26, 4.78], [3.17, 0.98, 3.77], [3.16, 1.55, 1.66], [1.11, -1.07, 6.70], [-1.99, -0.17, -6.17], [-3.05, -0.05, -0.76], [-3.92, -2.85, -2.81], [-0.49, 0.36, -1.20], [0.26, -2.16, -3.61], [1.57, 0.13, 2.13], [-1.15, 1.50, -3.64], [-3.56, -0.12, -5.40], [0.10, -1.27, 2.91], [-1.74, -0.77, -3.34], [0.56, 0.82, -3.60], [1.43, -0.58, 4.47], [-0.05, -0.64, 0.54], [4.31, 1.79, 4.10], [-2.54, 0.28, -5.33], [-0.27, 1.23, -2.99]]}

=====

[4]
{"formula": "C7H14", "method": "ωB97M-V/def2-TZVPD", "smiles": "C=C(CC)CCC", "orbital_gap_ha": 0.3742, "lumo_ev": 1.09, "de_lowest_kcal_mol": 41.10, "spin_multiplicity": 1, "symbols": ["C", "H", "H", "C", "H", "H", "H", "H", "H", "H", "H", "C", "C", "C", "H", "H", "C", "H", "C", "H", "H"], "coordinates": [[0.34, 0.42, 2.15], [-1.22, -2.82, -1.70], [-1.42, -1.28, -0.12], [0.74, -0.60, -0.16], [0.38, -2.00, -2.35], [-0.13, 1.20, 2.73], [-1.47, 1.26, -0.54], [0.68, 2.31, -1.15], [-1.39, 1.79, 1.04], [-0.33, -2.32, 0.60], [1.03, 2.83, 0.33], [0.26, 0.47, 0.82], [0.12, 2.68, -0.25], [-0.40, -1.63, -0.24], [0.45, -3.36, -1.31], [-0.38, 3.62, -0.48], [-0.17, -2.51, -1.56], [1.58, -1.08, 0.35], [-0.72, 1.49, 0.24], [1.11, -0.20, -1.09], [0.94, -0.28, 2.69]]}

=====

[5]
{"formula": "CH5BS", "method": "ωB97M-V/def2-TZVPD", "orbital_gap_ha": 0.3403, "lumo_ev": 0.57, "de_lowest_kcal_mol": 67.96, "spin_multiplicity": 1, "symbols": ["C", "H", "H", "S", "B", "H", "H", "H"], "coordinates": [[-0.09, -0.93, 0.22], [-0.66, 1.37, 1.30], [-0.16, -1.66, -0.50], [1.39, 0.09, 0.05], [-0.21, 1.07, 0.31], [-0.45, 1.32, -0.74], [1.00, -0.01, -1.16], [-0.09, -1.31, 1.24]]}

=====

[6]
{"formula": "C28H42MnN3O3P2S4", "method": "ωB97M-V/def2-TZVPD", "orbital_gap_ha": [0.2108, 0.2166], "charge": 1, "lumo_ev": [-2.98, -2.99], "spin_multiplicity": 6, "symbols": ["H", "C", "O", "H", "H", "H", "C", "H", "C", "H", "C", "H", "P", "C", "H", "C", "C", "H", "H", "H", "H", "H", "H", "C", "H", "H", "C", "H", "C", "H", "H", "H", "H", "C", "S", "H", "H", "H", "H", "C", "C", "H", "C", "H", "C", "S", "H", "C", "Mn", "H", "C", "C", "S", "H", "C", "C", "H", "O", "H", "C", "C", "H", "C", "P", "H", "H", "C", "N", "C", "H", "H", "H", "O", "N", "H", "N", "H", "C", "C", "H", "H", "S", "C"], "coordinates": [[-1.25, 0.14, 3.58], [0.80, 2.91, 4.10], [2.76, 0.67, -2.59], [4.54, -1.83, 0.01], [-3.87, 6.53, 1.38], [4.10, 3.10, -4.43], [-4.22, -1.39, 3.03], [-0.41, -2.70, -1.30], [3.65, -2.03, -1.93], [0.62, -3.65, -4.17], [-3.61, -0.01, 1.15], [5.37, -2.98, -1.06], [-1.32, 1.48, 0.86], [-0.14, -3.27, 2.51], [-0.17, -3.23, -5.70], [0.38, -1.53, -4.52], [2.11, 2.78, 3.66], [-1.03, 3.94, -0.51], [3.40, 2.15, 2.07], [3.84, -3.43, -0.30], [0.68, -4.82, 1.41], [1.58, -3.00, -5.51], [0.59, 3.36, 5.06], [2.80, 1.53, -3.75], [2.35, 1.71, -0.15], [-1.86, -3.64, 0.49], [-2.42, 0.35, 1.79], [-2.03, 6.19, -0.24], [0.01, 1.91, 2.05], [-0.98, -4.95, -0.33], [4.25, -1.27, -2.43], [3.42, -2.81, -2.66], [-0.50, -1.46, -3.88], [-3.93, 4.48, 1.98], [-3.31, 0.31, -2.94], [-5.43, -1.13, 1.28], [1.74, -2.58, 1.69], [-2.83, -1.42, 4.66], [1.90, 0.24, 0.38], [3.86, 2.58, -3.50], [-0.24, 2.49, 3.29], [3.05, 0.91, -4.62], [-3.44, 5.55, 1.25], [-3.84, 0.40, 0.18], [-1.83, 4.10, 0.20], [-1.93, 1.35, -4.11], [4.77, 2.11, -3.12], [2.38, 2.22, 2.42], [-0.29, 0.61, -1.22], [3.51, 3.31, -2.77], [0.62, -2.94, -5.00], [-3.36, 3.22, 1.84], [-0.66, 2.27, -2.83], [-3.75, 2.40, 2.42], [-3.04, -1.04, 3.67], [0.03, -3.02, -0.35], [-4.92, -2.06, 3.51], [1.55, -1.08, -3.80], [-0.80, -5.20, 2.05], [-0.88, -4.07, 0.29], [1.34, 1.77, 1.62], [-1.14, -2.89, 2.68], [0.71, -2.21, 1.81], [1.57, -0.40, -2.35], [-0.67, -1.34, 0.56], [2.93, 3.13, 4.28], [-2.14, -0.17, 3.05], [1.60, 1.21, 0.32], [-2.40, 5.36, 0.35], [0.75, -1.32, 2.44], [-4.75, 4.61, 2.66], [1.83, 1.98, -3.92], [2.42, -1.46, -1.46], [0.20, -1.85, 0.50], [1.01, -3.45, -0.56], [-0.26, -4.46, 1.60], [0.30, -3.59, 3.46], [-2.29, 3.03, 0.97], [-4.51, -0.87, 1.77], [-1.27, 2.64, 3.61], [0.24, -0.86, -5.37], [-2.21, -0.95, -1.77], [4.40, -2.60, -0.74]]}

=====

Repeat the first record exactly.
{"formula": "C32H29N5O2Pt", "method": "ωB97M-V/def2-TZVPD", "orbital_gap_ha": [0.2660, 0.1959], "charge": 2, "lumo_ev": [-5.95, -8.89], "de_lowest_kcal_mol": 0.00, "spin_multiplicity": 5, "symbols": ["C", "C", "H", "C", "C", "H", "C", "C", "H", "C", "C", "C", "C", "O", "C", "C", "C", "H", "H", "C", "N", "H", "H", "H", "H", "C", "H", "C", "H", "H", "N", "H", "C", "Pt", "H", "C", "N", "C", "O", "H", "C", "C", "C", "H", "H", "N", "H", "C", "C", "H", "H", "H", "H", "H", "H", "H", "H", "C", "C", "C", "H", "C", "C", "C", "H", "H", "N", "C", "C"], "coordinates": [[-0.44, -2.40, -1.70], [0.14, 6.11, -0.02], [-0.31, 7.07, 0.16], [2.62, 3.49, -0.41], [-1.39, -2.41, 3.18], [0.31, -4.21, -0.85], [-2.20, -0.25, 1.64], [2.11, -3.06, 1.07], [-3.52, 2.41, -1.19], [1.52, 4.40, -0.30], [2.86, -1.06, -4.15], [1.07, -1.07, 0.11], [3.53, 1.34, -0.65], [2.95, -4.73, 3.43], [3.16, -5.01, 2.07], [2.62, 0.30, -4.19], [-0.38, -1.02, -1.68], [-1.66, 4.71, -0.28], [3.10, -6.08, 1.94], [-4.32, 2.05, -0.55], [0.25, 3.85, -0.42], [-0.90, -0.42, -2.41], [2.30, 0.78, -5.11], [4.13, -4.65, 1.73], [2.62, 2.14, -3.09], [-2.61, 0.91, 0.82], [-5.87, 2.99, -1.68], [-2.38, -2.58, 2.21], [3.92, -1.32, -0.94], [2.30, 6.48, 0.05], [2.14, -4.40, 1.21], [-7.68, 2.11, -0.24], [-0.80, -1.17, 3.37], [0.15, 1.73, -0.41], [-4.81, 0.12, 2.21], [-6.65, 1.86, -0.02], [0.36, -0.36, -0.77], [1.11, -2.45, 0.12], [2.88, -2.32, 1.67], [1.42, -4.98, 0.83], [-6.35, 1.05, 1.07], [1.46, 5.81, -0.07], [0.32, -3.13, -0.80], [-1.09, -3.26, 3.79], [2.70, -1.67, -5.03], [-1.66, 1.65, 0.33], [3.24, -3.83, 3.60], [-4.01, 1.21, 0.53], [-1.18, -0.10, 2.59], [3.63, 3.87, -0.54], [-0.04, -1.05, 4.13], [1.64, -0.54, 0.85], [3.69, 0.70, 0.22], [3.53, -2.71, -2.95], [-7.14, 0.69, 1.71], [-0.73, 0.88, 2.74], [-3.53, -1.63, 0.67], [3.28, 0.49, -1.88], [-2.78, -1.50, 1.44], [-5.04, 0.72, 1.34], [-2.84, -3.55, 2.06], [2.81, 1.07, -3.05], [-5.63, 2.36, -0.83], [-0.58, 4.85, -0.24], [4.44, 1.94, -0.78], [-1.07, -2.89, -2.43], [2.39, 2.23, -0.39], [3.54, -0.87, -1.85], [3.32, -1.65, -2.98]]}